*one*
Molecular formula: C3H8ClN2O
Method: DFT, ωB97M-V/def2-TZVPD

Structure (ORCA input):
```
! RIJCOSX wB97M-V def2-TZVPD def2/J DEFGRID3
* xyz 1 1
C -0.427 -1.021 0.203
C 0.360 0.117 -0.219
C -1.979 -1.018 -0.438
N 0.110 1.132 -1.133
N 1.344 0.633 0.842
O 0.668 -1.175 -0.595
Cl -2.760 0.282 0.363
H -0.485 -1.342 1.288
H -2.661 -1.794 -0.343
H -1.813 -0.810 -1.522
H -0.741 1.199 -1.646
H 0.846 1.167 -1.803
H 0.838 1.658 1.034
H 2.223 0.904 0.356
H 1.306 0.014 1.674
*
```

* Kohn-Sham gap: 10.729 eV
* HOMO: -14.53 eV
* LUMO energy: -3.8 eV

natural (NBO) atomic charge list, values in e, 5 entries:
1. C 0.075
2. C 0.463
3. C -0.421
4. N -0.852
5. N -0.736


*two*
Molecular formula: C3H8ClN2O
Method: DFT, ωB97M-V/def2-TZVPD

Structure (ORCA input):
```
! RIJCOSX wB97M-V def2-TZVPD def2/J DEFGRID3
* xyz 1 1
C 0.189 0.310 -0.844
C 0.312 -1.163 1.309
C 0.796 -1.049 -0.120
N -0.787 0.122 -1.682
N 0.637 1.484 -0.489
O -1.328 1.190 -2.364
Cl 0.316 -2.467 -1.095
H -0.769 -1.215 1.361
H 0.659 -0.324 1.904
H 0.720 -2.071 1.741
H 1.883 -0.961 -0.177
H -1.000 -0.834 -1.984
H 1.365 1.606 0.197
H 0.246 2.312 -0.924
H -2.278 1.049 -2.503
*
```

* Kohn-Sham gap: 11.981 eV
* HOMO: -15.14 eV
* LUMO energy: -3.2 eV

natural (NBO) atomic charge list, values in e, 5 entries:
1. C 0.514
2. C -0.635
3. C -0.210
4. N -0.243
5. N -0.726


*three*
Molecular formula: C3H8ClN2O
Method: DFT, ωB97M-V/def2-TZVPD

Structure (ORCA input):
```
! RIJCOSX wB97M-V def2-TZVPD def2/J DEFGRID3
* xyz 1 1
C 1.749 -0.360 1.562
C -2.341 0.614 -2.520
C -1.528 -0.348 -1.798
N 2.630 -0.336 2.541
N 0.711 0.412 1.554
O -0.778 -0.029 -0.921
Cl 2.146 -1.210 0.134
H -1.893 0.709 -3.549
H -3.350 0.194 -2.557
H -2.088 1.420 -1.935
H -1.770 -1.379 -1.782
H 2.773 0.272 3.351
H 3.295 -1.158 2.711
H 0.432 0.744 2.411
H 0.013 0.454 0.798
*
```

* Kohn-Sham gap: 9.641 eV
* HOMO: -13.46 eV
* LUMO energy: -3.8 eV

natural (NBO) atomic charge list, values in e, 5 entries:
1. C 0.494
2. C -0.721
3. C 0.485
4. N -0.765
5. N -0.697


Which of them is the least stable? Correct choice: *one*.


*one*
Molecular formula: BrH12O6
Method: DFT, ωB97M-V/def2-TZVPD

Structure (ORCA input):
```
! RIJCOSX wB97M-V def2-TZVPD def2/J DEFGRID3
* xyz -1 1
Br 0.242 -0.267 0.196
O -0.921 -1.357 -1.867
H -1.768 -1.362 -1.421
H -0.289 -1.151 -1.178
O 2.154 -1.150 2.194
H 2.560 -0.283 2.203
H 1.629 -1.160 1.393
O 0.373 0.987 -2.295
H 0.178 0.513 -1.487
H -0.187 1.762 -2.260
O -1.180 -2.166 1.083
H -0.485 -1.650 0.675
H -0.740 -2.956 1.397
O -2.013 1.470 -0.030
H -1.097 1.193 -0.002
H -2.145 1.772 -0.929
O 1.172 2.249 0.551
H 1.545 2.218 1.432
H 0.971 1.337 0.343
*
```

* Kohn-Sham gap: 9.254 eV
* HOMO: -5.84 eV
* LUMO energy: 3.4 eV

natural (NBO) atomic charge list, values in e, 5 entries:
1. Br -0.465
2. O -0.973
3. H 0.461
4. H 0.404
5. O -0.970


*two*
Molecular formula: BrH12O6
Method: DFT, ωB97M-V/def2-TZVPD

Structure (ORCA input):
```
! RIJCOSX wB97M-V def2-TZVPD def2/J DEFGRID3
* xyz -1 1
Br -19.336 23.406 -9.832
O -18.815 22.147 -13.007
H -19.666 21.746 -12.809
H -18.687 22.774 -12.273
O -17.726 20.467 -9.390
H -18.398 19.803 -9.567
H -18.210 21.321 -9.449
O -19.349 22.934 -6.447
H -18.627 23.467 -6.096
H -19.464 23.270 -7.357
O -22.094 25.135 -8.490
H -21.504 24.466 -8.880
H -21.883 25.113 -7.551
O -17.896 25.695 -7.495
H -17.020 25.557 -7.870
H -18.492 25.272 -8.137
O -21.340 24.260 -12.649
H -21.328 24.131 -11.689
H -20.616 24.873 -12.810
*
```

* Kohn-Sham gap: 9.537 eV
* HOMO: -6.04 eV
* LUMO energy: 3.5 eV

natural (NBO) atomic charge list, values in e, 5 entries:
1. Br -0.928
2. O -0.967
3. H 0.468
4. H 0.491
5. O -0.973


Which of them is the least stable? Correct choice: *one*.


*one*
Molecular formula: CH12N7P
Method: DFT, ωB97M-V/def2-TZVPD

Structure (ORCA input):
```
! RIJCOSX wB97M-V def2-TZVPD def2/J DEFGRID3
* xyz 2 1
C 0.717 -0.146 -1.219
N -0.230 0.189 -2.064
N 1.993 -0.226 -1.716
N 0.084 1.400 2.365
N -2.007 0.454 1.269
N 0.539 -0.722 0.008
N -1.534 0.322 -1.668
N 1.583 -1.642 0.395
P -0.567 0.033 1.963
H 2.658 0.364 -1.034
H 2.001 -0.098 -2.680
H 0.889 1.613 3.017
H -0.395 2.381 2.215
H -2.656 1.255 1.530
H -2.716 -0.295 0.980
H -2.110 -0.491 -2.040
H -2.041 1.040 -2.146
H -1.719 0.334 -0.630
H 2.223 -1.693 -0.359
H 2.117 -1.455 1.265
H 1.171 -2.618 0.550
*
```

* Kohn-Sham gap: 9.678 eV
* HOMO: -16.70 eV
* LUMO energy: -7.0 eV

natural (NBO) atomic charge list, values in e, 5 entries:
1. C 0.550
2. N -0.406
3. N -0.836
4. N -1.212
5. N -1.262


*two*
Molecular formula: CH12N7P
Method: DFT, ωB97M-V/def2-TZVPD

Structure (ORCA input):
```
! RIJCOSX wB97M-V def2-TZVPD def2/J DEFGRID3
* xyz 2 1
C 1.491 -0.062 -0.255
N 2.399 0.622 -0.841
N 1.385 -1.273 -1.109
N -2.437 1.081 0.309
N -3.260 -1.163 -0.004
N 0.686 0.264 0.662
N 2.796 1.687 0.087
N -0.331 -0.632 1.055
P -1.979 -0.283 -0.404
H 2.189 -1.248 -1.800
H 0.452 -1.174 -1.498
H -1.844 1.856 0.099
H -3.483 1.290 0.398
H -3.986 -0.707 0.508
H -3.590 -1.880 -0.640
H 3.896 1.671 0.160
H 2.276 1.460 0.956
H 2.739 2.575 -0.304
H 1.339 -2.123 -0.587
H 0.041 -1.621 1.300
H -0.780 -0.340 1.909
*
```

* Kohn-Sham gap: 9.847 eV
* HOMO: -16.42 eV
* LUMO energy: -6.6 eV

natural (NBO) atomic charge list, values in e, 5 entries:
1. C 0.483
2. N -0.426
3. N -0.719
4. N -1.186
5. N -1.147


Which of them is the least stable? Correct choice: *one*.


*one*
Molecular formula: C24H23N2O9PbS4
Method: DFT, ωB97M-V/def2-TZVPD

Structure (ORCA input):
```
! RIJCOSX wB97M-V def2-TZVPD def2/J DEFGRID3
* xyz 1 1
Pb 7.299 -1.440 16.495
C 3.804 0.863 17.667
C 2.572 -0.037 17.676
S 2.827 -1.361 18.966
C 1.749 -1.077 20.425
C 2.460 -0.414 21.600
S 4.161 -0.938 21.862
C 5.104 0.543 21.633
C 4.947 1.216 20.262
S 4.967 0.118 18.804
H 3.422 1.855 17.827
H 4.377 0.876 16.777
H 2.559 -0.596 16.702
H 1.627 0.484 17.922
H 1.487 -2.090 20.780
H 0.881 -0.452 20.123
H 1.924 -0.671 22.571
H 2.456 0.676 21.566
H 6.190 0.364 21.853
H 4.772 1.181 22.463
H 5.662 2.004 19.974
H 4.027 1.900 20.193
O 5.241 -3.239 17.323
C 5.592 -4.596 16.933
C 6.638 -4.812 15.869
C 7.027 -6.103 15.490
C 8.014 -6.254 14.474
C 8.597 -5.158 13.909
C 8.101 -3.921 14.297
N 7.152 -3.700 15.182
H 4.505 -3.274 17.957
H 4.740 -5.183 16.560
H 5.943 -5.194 17.821
H 6.549 -6.961 15.922
H 8.344 -7.266 14.238
H 9.448 -5.218 13.273
H 8.413 -3.010 13.758
O 7.994 2.820 11.678
C 7.837 2.066 12.590
C 6.908 2.327 13.781
O 6.329 3.373 14.067
C 6.933 1.038 14.531
C 7.915 0.210 13.900
O 8.226 -0.938 14.388
C 8.621 0.827 12.814
O 9.627 0.462 12.222
O 6.191 0.684 15.486
O 9.378 -2.459 16.983
C 10.072 -1.514 17.525
N 9.776 -0.209 17.356
S 10.908 0.665 18.244
O 11.825 1.196 17.266
O 10.270 1.516 19.204
C 11.741 -0.743 19.001
C 12.621 -0.913 20.055
C 12.970 -2.181 20.509
C 12.450 -3.283 19.855
C 11.635 -3.164 18.754
C 11.195 -1.867 18.420
H 13.097 -0.012 20.485
H 13.512 -2.252 21.401
H 12.745 -4.314 20.214
H 11.066 -3.981 18.302
*
```

* Kohn-Sham gap (spin up / spin down): 6.259 / 5.005 eV
* HOMO (spin up / spin down): -11.26 / -11.23 eV
* LUMO energy (spin up / spin down): -5.0 / -6.2 eV

natural (NBO) atomic charge list, values in e, 5 entries:
1. Pb 1.514
2. C -0.600
3. C -0.520
4. S 0.422
5. C -0.539


*two*
Molecular formula: C24H23N2O9PbS4
Method: DFT, ωB97M-V/def2-TZVPD

Structure (ORCA input):
```
! RIJCOSX wB97M-V def2-TZVPD def2/J DEFGRID3
* xyz 1 1
Pb -6.665 -13.177 7.504
C -8.485 -9.971 7.879
C -7.402 -9.663 8.900
S -5.908 -10.702 8.875
C -5.741 -11.305 10.586
C -6.920 -11.982 11.240
S -7.606 -13.371 10.329
C -9.393 -13.074 10.263
C -9.843 -11.835 9.543
S -9.211 -11.636 7.834
H -8.123 -9.792 6.860
H -9.318 -9.275 8.014
H -7.780 -9.628 9.915
H -7.016 -8.672 8.687
H -5.460 -10.440 11.179
H -4.884 -11.990 10.555
H -7.707 -11.279 11.469
H -6.562 -12.379 12.196
H -9.743 -13.005 11.307
H -9.822 -13.968 9.799
H -9.695 -10.933 10.131
H -10.924 -11.931 9.404
O -5.448 -14.857 5.689
C -4.059 -14.511 5.725
C -3.918 -13.050 5.413
C -2.906 -12.591 4.559
C -2.885 -11.261 4.184
C -3.861 -10.406 4.703
C -4.815 -10.925 5.556
N -4.828 -12.204 5.922
H -5.519 -15.790 6.054
H -3.494 -15.088 4.978
H -3.607 -14.727 6.713
H -2.154 -13.293 4.221
H -2.140 -10.878 3.510
H -3.869 -9.360 4.444
H -5.586 -10.282 5.942
O -10.012 -18.715 5.644
C -9.823 -17.554 6.013
C -9.803 -17.029 7.446
O -9.832 -17.663 8.507
C -9.933 -15.532 7.246
C -9.166 -15.278 6.004
O -8.362 -14.322 5.762
C -9.691 -16.304 5.090
O -9.805 -16.246 3.859
O -10.396 -14.681 8.029
O -3.992 -13.894 10.399
C -4.636 -14.854 9.897
N -5.234 -14.892 8.678
S -6.263 -16.208 8.460
O -7.634 -15.686 8.511
O -5.874 -17.011 7.322
C -5.767 -16.970 9.955
C -6.110 -18.215 10.418
C -5.400 -18.683 11.512
C -4.404 -17.939 12.128
C -4.107 -16.653 11.674
C -4.816 -16.164 10.581
H -6.898 -18.788 9.941
H -5.644 -19.674 11.888
H -3.866 -18.371 12.960
H -3.367 -16.021 12.134
*
```

* Kohn-Sham gap (spin up / spin down): 4.903 / 3.766 eV
* HOMO (spin up / spin down): -11.16 / -11.15 eV
* LUMO energy (spin up / spin down): -6.3 / -7.4 eV

natural (NBO) atomic charge list, values in e, 5 entries:
1. Pb 1.320
2. C -0.542
3. C -0.547
4. S 0.204
5. C -0.544


Which of them is the least stable? Correct choice: *one*.


*one*
Molecular formula: C3H12NOS
Method: DFT, ωB97M-V/def2-TZVPD

Structure (ORCA input):
```
! RIJCOSX wB97M-V def2-TZVPD def2/J DEFGRID3
* xyz 1 1
C 1.623 1.582 0.058
C 0.974 0.158 -0.024
C -0.552 -0.013 -0.093
S -1.149 -1.709 0.451
N 1.383 -0.503 1.376
H 1.562 1.985 1.113
H 2.748 1.445 -0.401
H 1.259 2.420 -0.595
H 1.316 -0.396 -0.916
H -0.923 0.072 -1.096
H -1.041 0.759 0.498
H -0.558 -2.345 -0.669
H 2.251 -0.686 1.164
H 0.798 -1.306 1.577
H 1.348 0.115 2.124
H -3.974 -0.134 -0.843
H -3.687 -1.191 -1.973
O -3.379 -0.254 -1.750
*
```

* Kohn-Sham gap: 10.436 eV
* HOMO: -13.64 eV
* LUMO energy: -3.2 eV

natural (NBO) atomic charge list, values in e, 5 entries:
1. C -0.671
2. C -0.048
3. C -0.535
4. S -0.037
5. N -0.670


*two*
Molecular formula: C3H12NOS
Method: DFT, ωB97M-V/def2-TZVPD

Structure (ORCA input):
```
! RIJCOSX wB97M-V def2-TZVPD def2/J DEFGRID3
* xyz 1 1
C -0.454 -1.220 -1.511
C 0.152 -1.410 -0.182
C -0.073 -0.382 0.920
S 0.712 -0.325 2.540
N 0.221 0.125 -2.076
H -1.535 -0.994 -1.508
H -0.212 -2.013 -2.199
H -0.235 -2.417 0.244
H 1.236 -1.550 -0.239
H 0.513 0.611 0.619
H -1.024 -0.126 1.155
H -0.504 -0.778 3.237
H -0.346 0.977 -1.854
H 0.550 0.018 -3.033
H 1.032 0.159 -1.491
H -1.962 3.038 -1.621
H -0.334 3.566 -1.761
O -0.983 2.738 -1.627
*
```

* Kohn-Sham gap: 8.952 eV
* HOMO: -12.30 eV
* LUMO energy: -3.3 eV

natural (NBO) atomic charge list, values in e, 5 entries:
1. C -0.183
2. C -0.486
3. C -0.531
4. S 0.010
5. N -0.716


Which of them is the least stable? Correct choice: *one*.


*one*
Molecular formula: C5H9BrN
Method: DFT, ωB97M-V/def2-TZVPD

Structure (ORCA input):
```
! RIJCOSX wB97M-V def2-TZVPD def2/J DEFGRID3
* xyz 1 1
C 0.488 1.500 -1.110
C 0.799 -0.866 0.237
C -1.293 0.249 0.894
C 1.185 0.665 -0.104
C 0.112 1.651 0.336
N -0.639 -0.927 0.235
Br -0.047 3.219 1.412
H 1.154 2.323 -1.512
H -0.226 1.283 -1.936
H 1.282 -1.437 -0.553
H 1.311 -0.947 1.214
H -1.226 0.394 2.039
H -2.404 0.520 0.630
H 2.099 0.974 0.148
H -1.015 -0.893 -0.745
H -0.921 -1.805 0.649
*
```

* Kohn-Sham gap: 10.119 eV
* HOMO: -13.61 eV
* LUMO energy: -3.5 eV

natural (NBO) atomic charge list, values in e, 5 entries:
1. C -0.495
2. C -0.250
3. C -0.299
4. C -0.256
5. C -0.057


*two*
Molecular formula: C5H9BrN
Method: DFT, ωB97M-V/def2-TZVPD

Structure (ORCA input):
```
! RIJCOSX wB97M-V def2-TZVPD def2/J DEFGRID3
* xyz 1 1
C 2.720 2.316 -0.021
C 2.281 1.120 0.220
C -1.763 -1.443 0.689
C -1.560 -1.606 -0.827
C -0.648 0.754 -0.004
N -0.729 -0.660 -0.018
Br 2.533 -0.680 0.210
H 3.786 2.502 0.016
H 2.082 3.203 0.026
H -2.637 -0.797 0.895
H -1.323 -2.329 1.351
H -1.001 -2.513 -1.223
H -2.213 -0.980 -1.519
H -0.874 1.041 1.024
H -0.807 1.103 -1.016
H 0.154 -1.031 0.197
*
```

* Kohn-Sham gap (spin up / spin down): 7.205 / 9.681 eV
* HOMO (spin up / spin down): -12.07 / -13.59 eV
* LUMO energy (spin up / spin down): -4.9 / -3.9 eV

natural (NBO) atomic charge list, values in e, 5 entries:
1. C -0.489
2. C -0.083
3. C -0.237
4. C -0.219
5. C -0.171


Which of them is the least stable? Correct choice: *two*.